Here is a structure of composition C9H18CrNO5Sb from the OMol25 dataset. Energies are from ωB97M-V with the def2-TZVPD basis set.

As for the orbital gap (alpha / beta): 8.694 / 9.102 eV. The calculation puts the HOMO energy (alpha / beta) at -0.4769 / -0.4745 hartree. As for the net charge: +1. For the total energy, the calculation gives -56305.272 eV. Its spin multiplicity is 2.

Last column: Mulliken spin population.
Cartesian coordinates (Å):
1 Cr 0.3212 -0.2145 -0.1085  1.038
2 O 1.1106 -1.6796 1.0914  -0.012
3 C 1.1190 -2.9562 0.3917  -0.001
4 C -0.2166 -3.1403 -0.2821  0.003
5 N -0.4948 -1.9272 -1.0860  -0.050
6 C 0.0888 -1.9830 -2.4379  0.000
7 C 0.4404 -0.5749 -2.8680  0.010
8 O 0.4585 -0.1612 -3.9765  0.004
9 O 0.8047 0.1929 -1.7795  0.019
10 C -1.9348 -1.5894 -1.1237  0.001
11 C -2.3314 -0.9772 0.2040  -0.003
12 O -3.4170 -1.0540 0.6837  0.010
13 O -1.3034 -0.2818 0.7584  0.001
14 H 0.5928 -1.7439 1.9039  0.003
15 H 1.3556 -3.7624 1.0825  0.002
16 H 1.9353 -2.8735 -0.3234  0.000
17 H -1.0120 -3.2557 0.4559  0.002
18 H -0.2145 -4.0380 -0.9051  0.000
19 H -0.5718 -2.4554 -3.1643  0.000
20 H 1.0205 -2.5511 -2.3959  0.001
21 H -2.5580 -2.4511 -1.3624  0.000
22 H -2.0844 -0.8324 -1.8982  0.001
23 C 2.0752 3.6701 0.3527  -0.001
24 Sb 0.6432 2.2353 0.9051  -0.021
25 C -1.1740 3.2385 0.5310  -0.002
26 C 0.7093 2.2877 3.0153  -0.002
27 H 1.8648 4.5825 0.9076  0.000
28 H 2.0034 3.8603 -0.7157  0.000
29 H 3.0731 3.3105 0.5924  0.000
30 H -1.1509 4.1981 1.0447  -0.001
31 H -1.9910 2.6314 0.9153  0.000
32 H -1.3056 3.4022 -0.5366  0.000
33 H 0.4461 3.2874 3.3565  0.000
34 H 1.7080 2.0341 3.3642  0.000
35 H -0.0104 1.5715 3.4073  0.000